1.
Density functional theory data (ωB97M-V/def2-TZVPD) for C33H23F10GaN6O2SbSe4 as an isolated structure.

Energy above the lowest of the compared OMol25 structures with the same formula, charge and spin   74.6 kcal per mole
Charge   -1
E_LUMO   0.6 eV
Gap between HOMO and LUMO   5.68 eV
E   -395103.47893 eV

Atoms and positions in Å:
1 Ga -0.1063 0.1580 0.3784
2 C 0.4863 3.3054 1.2280
3 N 0.3366 1.9545 1.7778
4 C -0.7645 1.9364 2.7469
5 C -1.3576 0.5506 3.0178
6 N -1.6223 -0.1537 1.7840
7 C -2.3508 -1.2836 1.8347
8 C -2.8661 -1.9409 2.9762
9 F -2.5283 -1.5554 4.2315
10 C -3.7115 -3.0336 2.8739
11 F -4.1974 -3.5847 3.9984
12 C -4.0672 -3.5686 1.6406
13 F -4.9002 -4.6208 1.5573
14 C -3.5330 -2.9940 0.4919
15 F -3.8010 -3.5017 -0.7162
16 C -2.7242 -1.8882 0.6151
17 F -2.2215 -1.3109 -0.5120
18 C 1.6246 1.5827 2.3500
19 C 1.7252 0.1183 2.7427
20 N 1.1056 -0.6892 1.7396
21 C 1.2749 -1.9985 1.7769
22 C 0.7890 -2.7649 0.6973
23 F 0.1677 -2.0352 -0.2802
24 C 0.8839 -4.1302 0.5838
25 F 0.3822 -4.7617 -0.4890
26 C 1.5072 -4.8465 1.6014
27 F 1.6261 -6.1870 1.5299
28 C 1.9955 -4.1451 2.6986
29 F 2.5659 -4.8237 3.7089
30 C 1.8949 -2.7722 2.7904
31 F 2.3877 -2.2026 3.9209
32 H 0.8727 4.0047 1.9800
33 H -0.4733 3.7030 0.8762
34 H 1.1812 3.2865 0.3806
35 H -1.5783 2.5579 2.3422
36 H -0.4497 2.3898 3.6984
37 H -2.3010 0.7249 3.5572
38 H -0.7021 -0.0217 3.6825
39 H 1.8465 2.2286 3.2151
40 H 2.3734 1.7692 1.5722
41 H 1.2786 -0.0441 3.7352
42 H 2.7934 -0.1262 2.8315
43 C -2.4814 -2.3248 -8.1845
44 O -1.2521 -2.7349 -7.6312
45 C -0.2445 -1.8221 -7.5657
46 C 0.8221 -2.1282 -6.7175
47 C 1.8167 -1.2075 -6.4791
48 C 1.7896 0.0341 -7.1221
49 C 0.8164 0.2666 -8.0960
50 C -0.2109 -0.6328 -8.2882
51 N 2.7154 1.0448 -6.9034
52 N 3.0536 1.5133 -5.8117
53 C 2.5280 1.2365 -4.5664
54 C 3.4185 1.4129 -3.5147
55 C 3.0623 1.1828 -2.1945
56 C 1.8055 0.6958 -1.8776
57 O 1.4261 0.5512 -0.6300
58 C 0.8960 0.4116 -2.9446
59 N -0.2660 -0.1760 -2.6136
60 C -1.2120 -0.2543 -3.5221
61 C -1.1197 0.3980 -4.7579
62 C 0.0782 0.9584 -5.1183
63 C 1.1849 0.8536 -4.2574
64 H -3.1715 -3.1399 -7.9791
65 H -2.4056 -2.1682 -9.2647
66 H -2.8567 -1.4142 -7.7080
67 H 0.8189 -3.0851 -6.2210
68 H 2.6178 -1.4302 -5.7865
69 H 0.8357 1.2073 -8.6270
70 H -0.9881 -0.3976 -8.9961
71 H 4.4257 1.7276 -3.7436
72 H 3.7588 1.3805 -1.3918
73 H -2.1178 -0.7807 -3.2351
74 H -1.9910 0.4799 -5.3913
75 H 0.1631 1.5180 -6.0353
76 Se -4.9127 4.0560 -0.8067
77 Sb -3.6320 2.4437 -2.0205
78 Se -4.4227 1.3728 -3.9972
79 Se -1.1882 3.1328 -2.1536
80 Se -1.6258 1.5355 -0.5527

Atom charges from the Löwdin analysis, given in e for atoms 1 to 2: number 1, Ga, carries 0.1361; number 2, C, carries -0.1041

2.
Density functional theory data (ωB97M-V/def2-TZVPD) for one molecule with the formula BrFHOP.

Energy above the lowest of the compared OMol25 structures with the same formula, charge and spin   14.7 kcal per mole
E_LUMO   -0.9 eV
Gap between HOMO and LUMO   9.41 eV
E   -84113.87762 eV

Atoms and positions in Å:
1 O 0.4085 0.4446 0.0257
2 P 0.2217 1.3016 1.4440
3 F 1.2846 2.5572 0.9878
4 Br -1.8958 2.6340 0.7609
5 H 0.7237 0.9552 -0.7545

Atom charges from the Löwdin analysis, given in e for atoms 1 to 2: number 1, O, carries -0.3930; number 2, P, carries 0.7743

3.
Density functional theory data (ωB97M-V/def2-TZVPD) for one molecule with the formula C4H5F3.

Energy above the lowest of the compared OMol25 structures with the same formula, charge and spin   44.7 kcal per mole
E_LUMO   0.9 eV
Gap between HOMO and LUMO   10.34 eV
E   -12378.69250 eV

Atoms and positions in Å:
1 C 0.8676 0.1459 -0.7002
2 C -1.0029 -0.7813 0.5030
3 C 0.4496 0.6937 0.6136
4 C -0.3584 -0.7493 -0.9183
5 F 1.2918 0.5051 1.6339
6 F -0.0438 -1.9033 -1.4788
7 F -1.1240 -0.1822 -1.9362
8 H 1.0728 0.9915 -1.4657
9 H 1.6249 -0.6959 -0.6026
10 H -0.9650 -1.7534 0.9973
11 H -1.9492 -0.1364 0.6080
12 H -0.1381 1.7051 0.7677

Atom charges from the Löwdin analysis, given in e for atoms 1 to 2: number 1, C, carries -0.0785; number 2, C, carries 0.0941

4.
Density functional theory data (ωB97M-V/def2-TZVPD) for a 11-piece molecular cluster, C66H51F2NO24S overall.

Energy above the lowest of the compared OMol25 structures with the same formula, charge and spin   0.0 kcal per mole
E_LUMO   -1.9 eV
Gap between HOMO and LUMO   8.13 eV
E   -136156.95198 eV

Atoms and positions in Å:
1 C -3.2889 -1.5354 -1.2627
2 C -2.4135 -0.5761 -2.0654
3 F -3.1371 0.5495 -2.4653
4 C -1.1323 -0.0983 -1.3161
5 N -1.2800 -0.2874 0.1670
6 C -0.1828 -1.1671 0.6587
7 C -0.4702 -1.7998 2.0596
8 C 0.8566 -1.8591 2.8216
9 O 1.8837 -2.0434 2.3121
10 O 0.8176 -1.6584 4.1933
11 S -1.2855 1.1835 0.9378
12 O -1.0978 1.0408 2.3382
13 O -2.5349 1.7849 0.6420
14 F -0.1628 2.1690 0.3801
15 H -4.1947 -1.7271 -1.8666
16 H -2.7670 -2.4790 -1.0423
17 H -3.6585 -1.0943 -0.3239
18 H -2.0627 -1.1332 -2.9532
19 H -0.2699 -0.6310 -1.7132
20 H -0.9717 0.9581 -1.5791
21 H 0.7981 -0.6742 0.6275
22 H -0.1068 -2.0076 -0.0459
23 H -1.2712 -1.2991 2.6102
24 H -0.7823 -2.8464 1.8984
25 H 0.3431 -2.4133 4.5807
26 O -7.9462 -1.0911 -6.9451
27 C -7.4288 -1.5337 -5.9401
28 C -8.0200 -2.6855 -5.2141
29 C -7.4539 -3.1680 -4.1108
30 C -6.2092 -2.5767 -3.5635
31 O -5.6927 -3.0251 -2.5547
32 C -5.6188 -1.4289 -4.2882
33 C -6.1829 -0.9436 -5.3910
34 H -8.9285 -3.1057 -5.6276
35 H -7.8705 -4.0060 -3.5677
36 H -4.7103 -1.0075 -3.8754
37 H -5.7632 -0.1060 -5.9310
38 O -3.6608 6.5191 -5.8552
39 C -4.0115 5.3658 -5.7132
40 C -3.5131 4.5407 -4.5875
41 C -3.8982 3.2760 -4.4364
42 C -4.8416 2.6433 -5.3873
43 O -5.1935 1.4868 -5.2458
44 C -5.3395 3.4659 -6.5112
45 C -4.9546 4.7292 -6.6612
46 H -2.8254 5.0219 -3.9037
47 H -3.5461 2.6552 -3.6214
48 H -6.0264 2.9840 -7.1956
49 H -5.3072 5.3481 -7.4761
50 O -8.6999 -8.9151 -8.8971
51 C -8.8098 -8.1856 -7.9358
52 C -9.7630 -8.4918 -6.8413
53 C -9.8846 -7.6892 -5.7872
54 C -9.0721 -6.4563 -5.6610
55 O -9.1830 -5.7258 -4.6963
56 C -8.1194 -6.1494 -6.7542
57 C -7.9970 -6.9514 -7.8084
58 H -10.3473 -9.3966 -6.9503
59 H -10.5748 -7.8955 -4.9791
60 H -7.5348 -5.2446 -6.6450
61 H -7.3063 -6.7446 -8.6157
62 O 6.8404 0.0411 -2.5768
63 C 5.6584 0.0714 -2.3134
64 C 4.7975 -1.1230 -2.4962
65 C 3.4991 -1.0877 -2.2088
66 C 2.8599 0.1444 -1.6931
67 O 1.6726 0.1750 -1.4285
68 C 3.7166 1.3377 -1.5094
69 C 5.0153 1.3043 -1.7964
70 H 5.2829 -2.0141 -2.8732
71 H 2.8544 -1.9485 -2.3359
72 H 3.2293 2.2279 -1.1318
73 H 5.6586 2.1654 -1.6684
74 O -4.1121 -7.4372 -5.7255
75 C -3.4250 -6.6876 -5.0644
76 C -3.9306 -5.3662 -4.6245
77 C -3.1758 -4.5438 -3.9016
78 C -1.7976 -4.9127 -3.5030
79 O -1.1103 -4.1601 -2.8408
80 C -1.2894 -6.2345 -3.9420
81 C -2.0444 -7.0579 -4.6655
82 H -4.9406 -5.1120 -4.9232
83 H -3.5301 -3.5755 -3.5724
84 H -0.2801 -6.4874 -3.6424
85 H -1.6919 -8.0270 -4.9950
86 O 1.1544 -2.5343 6.9567
87 C 2.0092 -1.7320 7.2750
88 C 2.9988 -2.0436 8.3341
89 C 3.9340 -1.1645 8.6845
90 C 4.0256 0.1621 8.0288
91 O 4.8821 0.9651 8.3482
92 C 3.0380 0.4736 6.9713
93 C 2.1026 -0.4047 6.6206
94 H 2.9165 -3.0173 8.8004
95 H 4.6651 -1.3727 9.4540
96 H 3.1197 1.4469 6.5044
97 H 1.3723 -0.1944 5.8493
98 O -3.9260 5.4605 6.2508
99 C -3.0155 4.6764 6.0871
100 C -1.6584 4.9499 6.6260
101 C -0.6577 4.0912 6.4454
102 C -0.8590 2.8262 5.7000
103 O 0.0439 2.0332 5.5287
104 C -2.2097 2.5536 5.1643
105 C -3.2125 3.4092 5.3425
106 H -1.5333 5.8790 7.1676
107 H 0.3385 4.2726 6.8292
108 H -2.3271 1.6225 4.6251
109 H -4.2074 3.2249 4.9578
110 O 10.4529 2.1446 11.3185
111 C 9.7021 1.3253 10.8260
112 C 8.3582 1.7075 10.3366
113 C 7.5348 0.8090 9.7985
114 C 7.9342 -0.6137 9.6673
115 O 7.1889 -1.4370 9.1771
116 C 9.2812 -0.9966 10.1578
117 C 10.1006 -0.0968 10.6943
118 H 8.0866 2.7504 10.4410
119 H 6.5478 1.0702 9.4352
120 H 9.5544 -2.0392 10.0542
121 H 11.0874 -0.3562 11.0573
122 O 13.8056 3.0245 7.4776
123 C 13.8290 3.6337 8.5270
124 C 12.9343 3.2686 9.6503
125 C 12.9587 3.9378 10.7998
126 C 13.8847 5.0777 11.0062
127 O 13.9099 5.6878 12.0543
128 C 14.7810 5.4440 9.8820
129 C 14.7553 4.7738 8.7331
130 H 12.2660 2.4345 9.4831
131 H 12.3116 3.6843 11.6288
132 H 15.4494 6.2790 10.0505
133 H 15.4017 5.0253 7.9016
134 O -2.7213 6.1710 -13.3583
135 C -2.7832 5.6475 -12.2671
136 C -2.8883 6.4571 -11.0286
137 C -2.9540 5.8809 -9.8308
138 C -2.9267 4.4060 -9.6845
139 O -2.9891 3.8833 -8.5903
140 C -2.8219 3.5958 -10.9210
141 C -2.7560 4.1715 -12.1188
142 H -2.9075 7.5320 -11.1555
143 H -3.0302 6.4550 -8.9146
144 H -2.8027 2.5208 -10.7932
145 H -2.6798 3.5973 -13.0334

Atom charges from the Löwdin analysis, given in e for atoms 1 to 2: number 1, C, carries -0.0302; number 2, C, carries -0.3392